{"formula": "C35H40MgN4P2", "method": "ωB97M-V with the def2-TZVPD basis set", "total_charge": 0, "energy_ha": -2459.35294, "multiplicity": 1, "symbols": ["Mg", "C", "C", "C", "C", "C", "C", "C", "C", "C", "H", "H", "H", "H", "H", "H", "H", "H", "H", "H", "H", "H", "H", "H", "H", "P", "P", "N", "N", "N", "N", "C", "C", "C", "C", "C", "C", "C", "C", "C", "C", "C", "C", "C", "C", "C", "C", "C", "C", "H", "H", "H", "H", "H", "H", "H", "H", "H", "H", "H", "H", "H", "H", "H", "H", "H", "H", "H", "H", "C", "C", "C", "C", "C", "C", "C", "C", "H", "H", "H", "H", "H"], "xyz": [[0.116604, 0.201772, 2.600673], [-2.089013, 1.894805, -5.992712], [-2.172841, 0.655771, -5.472621], [-1.369038, -0.535236, -5.889034], [0.026101, -0.273110, -6.504606], [0.945198, 0.592398, -5.681122], [1.022570, 1.920208, -5.706716], [0.234300, 2.841765, -6.603720], [-1.157505, 2.357113, -7.075946], [2.017216, 0.935272, 3.378505], [-2.783648, 2.669545, -5.647715], [-2.940474, 0.452744, -4.721599], [-1.946501, -1.132280, -6.618293], [-1.243129, -1.185623, -5.007574], [0.514846, -1.258323, -6.575695], [-0.082072, 0.096093, -7.531998], [1.627203, 0.018982, -5.033467], [1.762539, 2.437778, -5.077643], [0.824113, 3.076162, -7.508658], [0.107035, 3.800314, -6.075206], [-1.641579, 3.237589, -7.532515], [-1.042227, 1.616624, -7.877512], [1.653419, 1.638463, 4.142249], [2.810825, 1.428466, 2.799766], [2.431883, 0.068292, 3.917298], [1.617157, -0.465374, 0.607700], [-1.413620, -0.713792, 0.625466], [2.638575, 0.821144, 0.009178], [2.816696, -1.701650, 0.938436], [-2.194266, 0.502324, -0.383078], [-2.856401, -1.661358, 0.929500], [0.870792, -1.052630, -0.943121], [-0.533097, -1.639696, -0.704508], [2.504373, 2.161226, 0.404962], [3.425882, 2.925904, -0.293751], [4.145740, 2.035711, -1.166286], [3.631705, 0.759321, -0.971586], [3.697748, -1.647148, 2.033390], [4.391215, -2.844819, 2.117148], [3.914939, -3.687460, 1.057516], [2.942859, -2.974822, 0.372464], [-2.383714, 1.815703, 0.070083], [-2.779790, 2.598121, -1.004176], [-2.842245, 1.748415, -2.154560], [-2.507456, 0.472234, -1.740640], [-3.895489, -2.066227, 0.078579], [-4.719281, -2.950590, 0.766419], [-4.155920, -3.121237, 2.081704], [-3.033486, -2.316496, 2.161479], [1.507823, -1.792524, -1.440119], [0.820817, -0.174232, -1.604563], [-1.106670, -1.652003, -1.639726], [-0.481171, -2.678411, -0.342195], [1.777701, 2.427755, 1.154840], [3.567578, 3.991852, -0.202104], [4.938769, 2.314202, -1.841493], [3.873802, -0.182753, -1.433099], [3.722685, -0.780704, 2.669984], [5.135333, -3.101820, 2.860106], [4.235538, -4.699477, 0.845940], [2.308581, -3.260528, -0.451568], [-2.215059, 2.059354, 1.108304], [-2.990466, 3.657681, -0.995064], [-3.079340, 2.028282, -3.173825], [-2.461462, -0.452230, -2.300683], [-3.967278, -1.677893, -0.923848], [-5.613339, -3.422966, 0.386294], [-4.533689, -3.774464, 2.856473], [-2.341554, -2.127214, 2.967914], [-0.807086, -0.413321, 4.322247], [-0.752206, -0.339345, 5.555178], [-0.575873, -0.255546, 6.963979], [-1.487726, 0.398771, 7.814645], [-1.181412, 0.584213, 9.167444], [0.028130, 0.102816, 9.695497], [0.943839, -0.547853, 8.852135], [0.626170, -0.760210, 7.508631], [-2.410735, 0.782626, 7.381315], [-1.874633, 1.120898, 9.819988], [0.267238, 0.251746, 10.758034], [1.914803, -0.887650, 9.232541], [1.302168, -1.291437, 6.830362]], "forces_ev_per_angstrom": [[0.833, 0.194, 1.160], [-0.270, -0.786, 0.499], [-0.213, 1.036, -0.540], [0.285, -0.346, 0.015], [0.056, -0.514, -0.125], [0.216, -0.145, 0.249], [0.277, 0.113, -0.111], [-0.184, 0.185, 0.054], [0.011, 0.548, -0.434], [-0.379, 0.341, -0.147], [0.212, -0.350, 0.138], [0.172, 0.134, -0.179], [0.100, 0.136, 0.265], [-0.009, 0.118, -0.197], [-0.183, 0.247, -0.174], [0.168, -0.184, 0.384], [-0.307, 0.469, -0.101], [-0.304, -0.402, -0.189], [-0.081, -0.045, 0.326], [0.032, -0.244, -0.133], [0.212, -0.336, -0.056], [-0.197, 0.293, 0.294], [0.251, -0.051, -0.002], [-0.098, -0.195, 0.310], [-0.178, 0.234, -0.021], [2.226, 0.099, -0.905], [-3.264, -0.042, -1.694], [-0.231, 0.411, 0.137], [0.089, -0.259, 0.639], [0.531, 0.577, 0.334], [0.264, -0.545, 0.644], [-0.047, -0.304, -0.598], [0.078, -0.355, 0.282], [0.749, 0.044, -0.792], [-0.611, -1.109, 0.171], [-0.913, -0.801, 0.606], [0.082, 0.967, 0.205], [0.128, -0.901, -0.349], [-0.816, 0.701, -0.525], [-0.698, 0.841, -0.127], [0.504, -0.139, 0.395], [-0.062, 0.040, -1.172], [0.297, -0.713, 0.450], [0.149, -0.716, 0.639], [0.192, 0.669, -0.005], [-0.192, -0.526, 0.701], [1.294, 0.763, 0.012], [0.579, 0.644, -0.519], [-0.626, -0.428, -0.603], [-0.131, 0.274, -0.089], [-0.066, -0.165, 0.209], [0.119, -0.078, 0.408], [0.081, 0.212, -0.051], [0.136, 0.038, -0.012], [-0.037, -0.095, 0.041], [-0.025, -0.118, -0.010], [0.126, -0.022, 0.027], [0.090, 0.059, -0.123], [-0.121, 0.134, -0.142], [-0.111, 0.188, -0.035], [0.207, -0.129, 0.056], [-0.044, 0.044, -0.049], [0.025, -0.125, 0.141], [-0.045, -0.015, 0.299], [-0.006, 0.291, 0.023], [-0.048, 0.009, 0.068], [0.110, 0.105, -0.039], [0.061, 0.220, -0.030], [-0.041, 0.001, 0.077], [-0.279, 0.001, 1.542], [-0.401, -0.295, -1.909], [0.415, 0.060, 0.983], [0.360, -0.010, 0.020], [0.264, -0.275, -0.048], [0.033, 0.109, -0.268], [-0.267, -0.102, -0.055], [-0.129, 0.246, 0.098], [0.205, -0.043, 0.194], [0.168, -0.230, -0.246], [-0.126, -0.033, -0.573], [-0.498, 0.082, -0.080], [-0.149, 0.297, 0.360]]}